1.
ORCA calculation (ωB97M-V with the def2-TZVPD basis set) on a structure of composition C28H15BrCl5F3MnNS2.

⟨S²⟩: 6.117
LUMO (alpha / beta) (Ha): -0.033 / -0.027
HOMO-LUMO gap (alpha / beta) (eV): 6.3537 / 7.1535
Relative energy (zero: lowest compared OMol25 entry of this formula, charge and spin) (kJ/mol): 205.32
Spin multiplicity: 5
Net charge: 0

```
56
Properties=species:S:1:pos:R:3:lowdin_charge:R:1
Mn 0.3477 0.1390 0.0737 0.113
Cl 3.7552 -1.8605 1.4805 0.703
C 2.3439 -1.3430 2.3211 -0.671
C 1.3455 -0.6352 1.6532 -0.262
C 0.2304 -0.3118 2.4079 -0.698
Cl -1.0371 0.6235 1.7303 0.773
C 0.0661 -0.6745 3.7453 -0.696
Cl -1.3824 -0.2929 4.5945 0.677
C 1.0957 -1.3540 4.3898 -0.705
Cl 0.9304 -1.7819 6.0469 0.684
C 2.2475 -1.6770 3.6760 -0.702
Cl 3.5284 -2.5027 4.4702 0.682
Br -1.4823 1.1618 -1.5528 0.875
C -0.3557 0.9069 -3.1195 -0.492
C -0.8539 1.2836 -4.3352 -0.130
C -0.0704 1.0841 -5.4794 -0.080
C 1.1673 0.5146 -5.3601 -0.030
C 1.6909 0.1447 -4.1021 -0.163
C 2.9923 -0.3796 -3.9817 -0.038
C 3.5050 -0.6594 -2.7465 -0.064
C 2.7485 -0.4455 -1.5853 -0.095
C 1.4453 0.0176 -1.6227 -0.207
C 0.9165 0.3370 -2.9147 -0.205
H -1.8326 1.7337 -4.4005 0.096
H -0.4551 1.3933 -6.4408 0.105
H 1.7817 0.3550 -6.2333 0.112
H 3.5781 -0.5239 -4.8773 0.110
H 4.5114 -1.0342 -2.6461 0.105
H 3.2216 -0.6424 -0.6362 0.030
S -0.5153 -2.0422 -0.2967 0.747
C -2.1681 -1.9067 -0.0834 -1.057
N -3.0568 -1.6842 -1.0896 -0.068
C -4.3686 -1.2475 -0.6761 -0.234
C -4.6227 -1.9386 0.6597 -0.395
S -2.9867 -2.1025 1.4546 0.955
H -2.7006 -1.4036 -1.9908 0.114
H -5.1109 -1.5519 -1.4164 0.128
H -4.4017 -0.1526 -0.5778 0.117
H -5.0129 -2.9462 0.5153 0.082
H -5.2789 -1.3785 1.3210 0.083
F 3.4905 8.9756 0.9799 0.134
C 3.1441 8.2333 2.0509 -0.590
F 4.1804 8.2853 2.8979 0.136
F 2.1351 8.9008 2.6461 0.134
C 2.7516 6.8396 1.6672 -0.128
C 3.4378 5.7382 2.1588 -0.007
C 3.0446 4.4696 1.7882 -0.011
C 1.9636 4.2949 0.9193 -0.247
C 1.2746 5.4131 0.4372 -0.013
C 1.6701 6.6786 0.8088 -0.011
C 1.5537 2.9992 0.5410 -0.078
C 1.1996 1.8840 0.1959 -0.094
H 4.2702 5.8757 2.8316 0.118
H 3.5586 3.6009 2.1686 0.119
H 0.4308 5.2691 -0.2183 0.117
H 1.1434 7.5462 0.4436 0.123
```

***

2.
ORCA calculation (ωB97M-V with the def2-TZVPD basis set) on the molecule CH4IOPS.

⟨S²⟩: 2.009
LUMO (alpha / beta) (Ha): 0.025 / -0.132
HOMO-LUMO gap (alpha / beta) (eV): 7.5924 / 5.8001
Relative energy (zero: lowest compared OMol25 entry of this formula, charge and spin) (kJ/mol): 75.90
Spin multiplicity: 3
Net charge: 0

```
9
Properties=species:S:1:pos:R:3:lowdin_charge:R:1
C 1.2727 -0.3075 -0.0461 -0.258
O -0.8310 1.0337 1.0686 -0.306
P -0.5626 -0.2000 0.0627 0.027
S -1.7616 -1.7243 0.3080 0.214
I -0.8700 1.0447 -2.5957 0.239
H 1.3259 -0.7269 -1.0325 0.008
H 1.4396 0.7741 0.0798 0.049
H 1.6386 -0.9499 0.6948 0.020
H -1.6517 1.0561 1.4604 0.007
```

***

3.
ORCA calculation (ωB97M-V with the def2-TZVPD basis set) on a structure of composition C3H5NOS.

LUMO (Ha): 0.030
HOMO-LUMO gap (eV): 9.3149
Relative energy (zero: lowest compared OMol25 entry of this formula, charge and spin) (kJ/mol): 290.74
Net charge: 0

```
11
Properties=species:S:1:pos:R:3:lowdin_charge:R:1
C -1.0331 0.5070 1.3202 -0.052
C -0.5941 0.3469 -0.0033 -0.530
C 1.2480 -0.6114 -1.1544 -0.537
H -0.3789 1.1010 2.2049 0.163
H -1.9673 0.9832 1.3804 0.056
H -0.9648 -0.5333 1.8351 0.130
H 1.9072 -1.5804 -1.0067 0.120
H 2.1393 0.1440 -1.4415 0.105
N -1.0330 0.4153 -1.1380 -0.189
O 0.7408 -0.3177 0.2401 -0.170
S -0.0639 -0.4546 -2.2368 0.903
```

***

4.
ORCA calculation (ωB97M-V with the def2-TZVPD basis set) on a cluster of 2 separate species, C33H39BO5S in total.

LUMO (Ha): 0.016
HOMO-LUMO gap (eV): 7.2662
SMILES string: COc1ccc(C(B2OC(C)(C)C(C)(C)O2)c2ccc(OC)cc2)cc1.COc1ccc(-c2ccc(C)s2)cc1
Relative energy (zero: lowest compared OMol25 entry of this formula, charge and spin) (kJ/mol): 107.34
Net charge: 0

```
79
Properties=species:S:1:pos:R:3:lowdin_charge:R:1
C -2.8261 -4.2303 8.2316 -0.067
O -1.7725 -4.4597 7.2726 -0.095
C -1.6748 -3.6442 6.1935 -0.279
C -0.5827 -3.8755 5.3287 0.010
C -0.3304 -2.9754 4.3230 -0.035
C -1.0703 -1.7847 4.1556 -0.158
C -0.6587 -0.9166 2.9915 -0.059
B 0.7751 -0.4107 3.2159 -0.738
O 1.2749 -0.3599 4.5002 0.139
C 2.6965 -0.5349 4.3485 -0.430
C 3.3635 0.3896 5.3411 -0.008
C 2.9459 -1.9684 4.7900 -0.012
C 2.9634 -0.2137 2.7960 -0.414
C 3.8653 0.9653 2.5334 -0.022
C 3.4157 -1.4249 1.9637 -0.007
O 1.6386 0.1075 2.2786 0.126
C -1.7160 -0.6109 1.9605 -0.163
C -1.4297 -0.9322 0.6109 -0.015
C -2.4405 -1.1024 -0.3185 0.005
C -3.7813 -0.8067 0.0245 -0.281
O -4.7049 -0.9916 -0.9561 -0.096
C -6.0891 -0.6869 -0.6809 -0.066
C -4.0619 -0.3646 1.3219 -0.004
C -3.0380 -0.2950 2.2642 -0.041
C -2.1544 -1.5803 4.9962 -0.019
C -2.5036 -2.5289 5.9568 -0.008
H -2.6222 -4.9005 9.0754 0.092
H -2.8158 -3.1908 8.5843 0.089
H -3.7962 -4.4587 7.7953 0.090
H 0.0605 -4.7438 5.4947 0.123
H 0.4387 -3.1964 3.5934 0.110
H -0.0051 -1.6022 2.3535 0.159
H 4.4450 0.2507 5.2556 0.096
H 3.1084 1.4457 5.2095 0.067
H 3.0667 0.1402 6.3635 0.098
H 4.0096 -2.2067 4.8335 0.094
H 2.5224 -2.0973 5.7961 0.104
H 2.4214 -2.6959 4.1598 0.071
H 4.8887 0.6954 2.8282 0.101
H 3.8750 1.2209 1.4722 0.095
H 3.5335 1.8547 3.0760 0.052
H 4.3966 -1.8155 2.2738 0.096
H 2.6787 -2.2486 2.0126 0.091
H 3.4861 -1.1272 0.9064 0.097
H -0.3970 -1.1575 0.3338 0.124
H -2.2289 -1.4228 -1.3337 0.115
H -6.6376 -0.8653 -1.6029 0.087
H -6.4703 -1.3275 0.1244 0.093
H -6.2095 0.3667 -0.4064 0.090
H -5.0893 -0.0758 1.5693 0.107
H -3.3131 -0.0103 3.2777 0.090
H -2.7274 -0.6559 4.9297 0.097
H -3.3780 -2.3939 6.5901 0.099
C -5.1993 3.4191 3.9900 -0.071
O -4.3825 3.1864 2.8277 -0.101
C -3.0844 2.8169 3.0406 -0.274
C -2.2515 2.8082 1.8854 0.009
C -0.9434 2.4397 2.0264 -0.069
C -0.4028 2.3140 3.3271 -0.279
C 0.8546 2.9019 3.5962 -0.443
C 1.4093 3.3001 4.8206 -0.112
C 2.3873 4.3083 4.6707 -0.130
C 2.6641 4.6236 3.3435 -0.589
C 3.5584 5.6790 2.8180 -0.120
S 1.7006 3.6803 2.2700 1.111
C -1.2733 2.0162 4.4002 -0.021
C -2.5988 2.3713 4.2935 -0.028
H -6.1558 3.7517 3.6015 0.087
H -5.3255 2.4809 4.5520 0.088
H -4.7628 4.1866 4.6461 0.099
H -2.6888 3.0907 0.9241 0.130
H -0.3095 2.2834 1.1462 0.118
H 1.0214 2.9304 5.7692 0.118
H 2.8662 4.8236 5.4961 0.108
H 3.9307 6.3153 3.6326 0.082
H 4.4429 5.2860 2.2928 0.080
H 2.9861 6.3182 2.1310 0.076
H -0.8715 1.6242 5.3361 0.131
H -3.2653 2.3641 5.1688 0.111
```